Entry 1:
DFT (ωB97M-V/def2-TZVPD) results for a molecular structure, C30H29BrN6O11S2Sr in a non-equilibrium geometry.

Each line ends with the Löwdin charge.
CARTESIAN COORDINATES (ANGSTROEM)
Sr -1.23 -0.33 0.01  1.49
O 1.89 -5.30 -1.68  0.05
C 1.11 -4.38 -1.03  -0.28
C 1.64 -3.60 -0.01  0.04
C 0.81 -2.67 0.60  -0.21
N -0.47 -2.58 0.25  0.00
C -0.98 -3.32 -0.73  -0.17
C -0.22 -4.26 -1.40  0.06
C -2.47 -3.04 -1.05  -0.63
O -3.16 -3.99 -1.40  0.02
O -2.82 -1.83 -0.87  -0.21
C 1.29 -1.68 1.68  -0.67
O 2.34 -1.95 2.28  -0.02
O 0.54 -0.67 1.84  -0.16
H 2.80 -5.18 -1.39  0.10
H 2.68 -3.67 0.30  0.12
H -0.63 -4.83 -2.22  0.11
C -1.83 -2.34 3.61  0.01
C -2.85 -1.37 3.13  -0.33
N -2.69 -0.56 2.12  0.09
C -3.85 0.15 1.99  -0.12
C -4.73 -0.23 2.97  -0.08
N -4.07 -1.21 3.68  0.18
C -6.09 0.17 3.37  -0.52
O -6.64 1.12 2.67  0.10
O -6.63 -0.37 4.33  0.05
C -4.03 1.19 0.92  -0.54
O -5.10 1.85 0.95  0.04
O -3.09 1.34 0.10  -0.14
H -0.84 -1.88 3.52  0.07
H -1.83 -3.23 2.97  0.09
H -2.01 -2.63 4.64  0.07
H -4.49 -1.69 4.46  0.16
H -5.99 1.43 1.92  0.02
N 3.15 1.57 1.66  0.14
C 4.38 1.31 1.06  -0.24
C 5.56 1.77 1.63  -0.03
C 6.78 1.49 1.02  -0.11
C 6.82 0.79 -0.16  -0.11
C 5.64 0.36 -0.75  -0.11
C 4.42 0.59 -0.14  -0.42
S 2.91 0.00 -0.85  1.04
N 1.76 1.02 -0.17  -0.20
C 1.96 1.57 0.96  -0.37
C 0.81 2.24 1.62  -0.23
C 0.73 2.32 3.01  -0.02
C -0.39 2.89 3.58  -0.06
C -1.40 3.36 2.75  -0.05
C -1.24 3.23 1.38  -0.13
N -0.16 2.68 0.82  0.13
H 3.17 2.07 2.54  0.12
H 5.52 2.32 2.56  0.11
H 7.70 1.83 1.49  0.09
H 7.77 0.57 -0.64  0.09
H 5.65 -0.19 -1.68  0.10
H 1.49 1.87 3.63  0.11
H -0.50 2.94 4.65  0.10
H -2.30 3.80 3.15  0.11
H -2.02 3.54 0.69  0.11
C -3.55 0.49 -3.27  -0.15
O -2.85 1.62 -2.77  -0.16
H -4.63 0.68 -3.30  0.07
H -3.37 -0.41 -2.68  0.06
H -3.20 0.30 -4.29  0.07
H -2.99 1.66 -1.81  0.03
O 0.06 -0.55 -2.06  -0.70
S -0.14 -0.01 -3.46  0.86
C 1.45 -0.26 -4.31  -0.36
C 2.04 1.10 -4.67  -0.24
C 1.65 2.07 -3.55  -0.25
C 0.18 1.79 -3.26  -0.31
H 1.25 -0.92 -5.16  0.00
H 2.05 -0.81 -3.59  0.07
H 1.61 1.45 -5.62  0.11
H 3.12 1.03 -4.80  0.10
H 1.80 3.11 -3.84  0.10
H 2.25 1.87 -2.67  0.06
H -0.49 2.30 -3.95  0.08
H -0.12 2.04 -2.24  0.07
Br -0.69 -2.92 -5.02  -0.52

Output
E_LUMO = 3.67 eV
DFT total energy = -5718.3059 hartree
HOMO-LUMO gap = 5.856 eV
energy above the lowest of the compared OMol25 structures with the same formula, charge and spin = 39.5 kcal per mole
2S+1 = 1
charge = -2


Entry 2:
DFT (ωB97M-V/def2-TZVPD) results for a molecular structure, C30H29ClDyN5O3.

Each line ends with the Löwdin charge.
CARTESIAN COORDINATES (ANGSTROEM)
Dy -0.05 0.24 0.95  1.72
Cl 1.94 -5.94 4.83  0.72
C 1.25 -4.66 3.91  -0.66
C -0.01 -4.82 3.33  -0.06
C -0.57 -3.81 2.58  0.00
C 0.09 -2.59 2.37  -0.33
O -0.50 -1.66 1.65  -0.29
C 1.37 -2.42 2.97  -0.12
C 2.15 -1.23 2.91  -0.03
N 1.86 -0.14 2.25  -0.04
C 2.73 0.98 2.31  -0.20
C 4.07 0.93 2.61  0.01
C 4.85 2.10 2.61  -0.03
C 4.31 3.31 2.27  0.00
C 2.94 3.40 1.96  -0.13
C 2.32 4.62 1.60  0.04
C 0.97 4.64 1.35  -0.01
C 0.24 3.46 1.49  -0.10
N 0.78 2.30 1.79  -0.04
C 2.13 2.24 2.01  -0.15
C 1.92 -3.47 3.74  -0.04
H -0.54 -5.76 3.48  0.12
H -1.55 -3.95 2.14  0.12
H 3.06 -1.25 3.50  0.13
H 4.56 -0.01 2.81  0.12
H 5.90 2.02 2.86  0.12
H 4.92 4.20 2.24  0.13
H 2.92 5.51 1.52  0.14
H 0.46 5.56 1.07  0.12
H -0.84 3.46 1.34  0.12
H 2.89 -3.33 4.20  0.12
C -3.76 -1.14 1.93  0.02
N -3.78 -0.68 0.54  -0.14
C -4.68 -1.36 -0.38  -0.01
C -3.01 0.31 0.16  -0.29
O -2.16 0.87 0.89  -0.16
H -4.72 -1.61 2.16  0.11
H -3.62 -0.29 2.60  0.11
H -2.95 -1.84 2.09  0.08
H -5.72 -1.13 -0.14  0.11
H -4.53 -2.44 -0.29  0.11
H -4.48 -1.06 -1.40  0.09
H -3.18 0.66 -0.86  0.16
C -1.57 0.19 -5.13  0.04
N -1.19 1.04 -4.01  -0.04
N -0.65 0.53 -2.86  0.05
C -0.47 1.55 -1.96  -0.38
O 0.14 1.33 -0.86  -0.18
C -1.02 2.70 -2.55  0.09
C -1.45 2.34 -3.81  -0.23
C -2.10 3.17 -4.85  0.01
C 0.08 -0.68 -2.68  -0.20
C 1.28 -0.92 -3.33  0.02
C 2.09 -1.96 -2.91  -0.03
C 1.72 -2.74 -1.83  -0.04
C 0.51 -2.52 -1.18  -0.06
C -0.32 -1.49 -1.61  -0.06
H -1.55 -0.85 -4.81  0.10
H -0.88 0.31 -5.96  0.11
H -2.57 0.44 -5.46  0.10
H -1.05 3.68 -2.11  0.13
H -2.20 4.19 -4.50  0.10
H -3.10 2.80 -5.11  0.10
H -1.51 3.17 -5.77  0.10
H 1.59 -0.27 -4.14  0.13
H 3.02 -2.15 -3.42  0.12
H 2.36 -3.54 -1.49  0.12
H 0.18 -3.16 -0.38  0.11
H -1.32 -1.37 -1.20  0.11

Output
E_LUMO (alpha / beta) = -5.67 / -5.67 eV
DFT total energy = -3005.0285 hartree
HOMO-LUMO gap (alpha / beta) = 7.256 / 7.261 eV
2S+1 = 6
charge = +2


Entry 3:
DFT (ωB97M-V/def2-TZVPD) results for a molecular structure, C30H29N3O3PdS.

Each line ends with the Löwdin charge.
CARTESIAN COORDINATES (ANGSTROEM)
Pd 0.99 0.48 -0.75  0.33
C -5.10 -1.76 1.65  -0.06
C -4.89 -1.81 0.16  -0.21
C -5.98 -1.97 -0.69  -0.09
C -5.82 -2.09 -2.06  -0.14
C -4.53 -2.08 -2.59  -0.09
C -3.42 -1.93 -1.77  -0.22
C -2.03 -1.97 -2.34  -0.06
C -3.58 -1.76 -0.38  -0.21
N -2.43 -1.65 0.37  0.14
C -2.26 -0.68 1.23  -0.54
O -2.98 0.31 1.50  -0.07
C -0.96 -0.78 2.01  -0.21
C -1.00 -0.63 3.40  -0.03
C 0.17 -0.76 4.12  -0.08
C 1.35 -0.99 3.43  -0.03
C 1.31 -1.05 2.05  -0.20
N 0.18 -0.96 1.35  0.15
C 2.62 -1.21 1.29  -0.52
O 3.58 -1.74 1.90  -0.03
N 2.62 -0.74 0.06  -0.01
C 3.82 -0.88 -0.67  -0.22
C 4.67 0.22 -0.82  -0.22
C 4.32 1.52 -0.15  -0.06
C 5.82 0.08 -1.59  -0.08
C 6.13 -1.12 -2.20  -0.13
C 5.29 -2.21 -2.03  -0.08
C 4.13 -2.10 -1.27  -0.21
C 3.21 -3.27 -1.07  -0.05
H -6.12 -2.06 1.90  0.06
H -4.90 -0.75 2.03  0.06
H -4.39 -2.42 2.15  0.08
H -6.97 -2.01 -0.25  0.09
H -6.68 -2.21 -2.71  0.08
H -4.39 -2.19 -3.66  0.09
H -2.06 -2.29 -3.38  0.06
H -1.41 -2.65 -1.76  0.07
H -1.52 -1.00 -2.29  0.05
H -1.96 -0.41 3.86  0.10
H 0.17 -0.67 5.20  0.09
H 2.31 -1.11 3.93  0.10
H 4.23 1.38 0.94  0.08
H 3.34 1.87 -0.49  0.04
H 5.08 2.28 -0.34  0.06
H 6.48 0.94 -1.71  0.09
H 7.03 -1.22 -2.80  0.08
H 5.52 -3.16 -2.50  0.09
H 3.52 -4.12 -1.68  0.06
H 2.18 -3.00 -1.32  0.08
H 3.21 -3.57 -0.02  0.08
C -1.96 1.90 -1.32  -0.22
S -0.18 2.11 -1.48  0.67
O -0.03 2.86 -2.76  -0.55
C -0.04 3.37 -0.20  -0.37
C 0.23 4.68 -0.57  -0.08
C 0.35 5.66 0.41  -0.11
C 0.21 5.32 1.75  -0.12
C -0.06 4.01 2.11  -0.09
C -0.18 3.03 1.14  -0.08
H -2.41 2.87 -1.53  0.06
H -2.24 1.53 -0.33  0.03
H -2.26 1.17 -2.07  0.04
H 0.34 4.89 -1.62  0.10
H 0.57 6.68 0.13  0.09
H 0.31 6.09 2.51  0.09
H -0.18 3.74 3.16  0.10
H -0.37 1.99 1.41  0.09

Output
E_LUMO = 4.69 eV
DFT total energy = -2076.7363 hartree
HOMO-LUMO gap = 5.948 eV
energy above the lowest of the compared OMol25 structures with the same formula, charge and spin = 0.0 kcal per mole
2S+1 = 1
charge = -2


Entry 4:
DFT (ωB97M-V/def2-TZVPD) results for a molecular structure, C30H29N5O4PdS.

Each line ends with the Löwdin charge.
CARTESIAN COORDINATES (ANGSTROEM)
Pd -0.73 -0.59 0.21  0.95
C -4.31 2.42 -0.28  -0.03
C -3.32 1.30 -0.22  -0.28
N -2.06 1.42 -0.14  -0.02
N -1.40 2.57 0.05  0.09
C -0.42 2.29 0.89  -0.47
O -0.29 1.19 1.50  -0.13
C 0.57 3.37 1.17  -0.15
C 0.72 4.44 0.28  -0.03
C 1.68 5.41 0.52  -0.09
C 2.49 5.32 1.65  -0.10
C 2.35 4.26 2.53  -0.09
C 1.39 3.28 2.28  -0.03
C -3.75 -0.11 -0.04  -0.19
C -5.08 -0.48 -0.20  -0.01
C -5.49 -1.77 0.10  -0.05
C -4.55 -2.67 0.57  -0.05
C -3.24 -2.24 0.69  -0.13
N -2.83 -1.01 0.40  0.01
H -3.77 3.36 -0.26  0.07
H -5.00 2.39 0.56  0.08
H -4.90 2.37 -1.20  0.08
H 0.08 4.49 -0.58  0.11
H 1.80 6.23 -0.17  0.10
H 3.24 6.08 1.84  0.10
H 2.98 4.19 3.40  0.10
H 1.28 2.43 2.94  0.11
H -5.79 0.25 -0.57  0.11
H -6.52 -2.06 -0.03  0.11
H -4.81 -3.69 0.83  0.11
H -2.47 -2.93 1.02  0.09
C -0.11 -4.22 1.94  -0.01
N 0.70 -3.05 1.53  -0.21
C 1.65 -2.63 2.59  0.01
C 1.35 -3.26 0.19  -0.09
C 0.29 -3.23 -0.89  -0.26
C 0.30 -4.27 -1.82  -0.05
C -0.58 -4.27 -2.89  -0.08
C -1.49 -3.23 -3.01  -0.07
C -1.51 -2.21 -2.06  -0.10
C -0.64 -2.19 -0.98  -0.23
H -0.72 -3.96 2.80  0.10
H 0.57 -5.03 2.20  0.11
H -0.73 -4.52 1.10  0.09
H 0.05 -2.26 1.31  0.10
H 2.42 -3.39 2.68  0.11
H 1.10 -2.55 3.53  0.10
H 2.06 -1.65 2.32  0.07
H 1.87 -4.21 0.22  0.13
H 2.06 -2.44 0.07  0.12
H 1.03 -5.06 -1.73  0.11
H -0.56 -5.07 -3.62  0.10
H -2.17 -3.20 -3.85  0.10
H -2.21 -1.40 -2.20  0.10
O 1.91 -0.96 -2.70  -0.29
S 1.35 0.16 -1.98  0.63
O 0.14 0.74 -2.47  -0.30
N 1.22 -0.23 -0.37  -0.17
C 2.21 0.34 0.38  -0.50
O 2.45 0.08 1.55  0.04
C 2.98 1.35 -0.40  -0.13
C 3.95 2.22 0.07  0.00
C 4.50 3.12 -0.83  -0.06
C 4.11 3.14 -2.16  -0.06
C 3.15 2.26 -2.64  -0.03
C 2.60 1.38 -1.73  -0.21
H 4.23 2.20 1.11  0.12
H 5.25 3.83 -0.48  0.11
H 4.56 3.86 -2.84  0.11
H 2.83 2.27 -3.68  0.12

Output
E_LUMO = 0.09 eV
DFT total energy = -2261.3781 hartree
HOMO-LUMO gap = 7.436 eV
energy above the lowest of the compared OMol25 structures with the same formula, charge and spin = 0.7 kcal per mole
2S+1 = 1


Entry 5:
DFT (ωB97M-V/def2-TZVPD) results for a molecular structure, C30H30AlBF3O10 in a non-equilibrium geometry.

Each line ends with the Löwdin charge.
CARTESIAN COORDINATES (ANGSTROEM)
C 0.66 6.83 -0.52  -0.12
B 0.43 5.47 0.34  -0.48
O 1.53 5.09 1.23  -0.06
Al -1.26 4.27 0.35  0.33
C -0.62 2.32 0.75  -0.25
C -2.32 4.24 -1.41  -0.24
C -3.90 4.39 -1.13  -0.30
O -4.20 5.29 -0.05  -0.22
C -5.61 5.61 -0.03  -0.09
C -6.41 4.81 1.10  -0.43
F -5.51 3.91 1.68  0.08
F -7.49 4.07 0.58  0.06
F -6.86 5.62 2.14  0.07
H 0.03 7.69 -0.12  0.06
H 0.49 6.68 -1.63  0.04
H 1.76 7.16 -0.38  0.05
H 1.15 5.04 2.13  0.07
H -2.20 4.72 1.56  -0.06
H -1.02 1.65 -0.08  -0.01
H -1.02 2.05 1.77  -0.02
H 0.51 2.33 0.69  -0.01
H -2.20 3.18 -1.84  0.05
H -1.94 4.94 -2.22  0.04
H -4.24 3.35 -0.80  0.12
H -4.43 4.62 -2.10  0.10
H -6.09 5.37 -1.03  0.13
H -5.67 6.72 0.22  0.14
C -1.29 -1.12 1.99  0.03
C -1.75 -2.23 1.43  0.01
C -0.83 -3.32 1.01  -0.39
O -1.24 -4.34 0.50  0.07
C 0.62 -3.11 1.25  0.00
C 1.08 -1.99 1.81  0.01
C 0.16 -0.91 2.22  -0.38
O 0.57 0.11 2.73  0.11
H -1.95 -0.31 2.29  0.12
H -2.80 -2.40 1.25  0.12
H 1.28 -3.91 0.94  0.11
H 2.13 -1.83 1.99  0.07
C 5.57 -2.08 4.30  0.03
C 4.40 -2.36 3.74  0.03
C 4.11 -3.70 3.19  -0.37
O 3.04 -3.96 2.68  0.10
C 5.18 -4.72 3.28  0.02
C 6.36 -4.44 3.84  0.02
C 6.64 -3.10 4.39  -0.39
O 7.72 -2.84 4.90  0.10
H 5.80 -1.10 4.71  0.12
H 3.60 -1.63 3.67  0.12
H 4.95 -5.70 2.87  0.12
H 7.15 -5.17 3.91  0.12
C 5.15 -0.29 -1.00  0.03
C 5.27 0.00 -2.30  0.02
C 4.28 -0.46 -3.29  -0.39
O 4.39 -0.20 -4.47  0.10
C 3.13 -1.26 -2.79  0.03
C 3.01 -1.54 -1.49  0.04
C 4.00 -1.08 -0.50  -0.36
O 3.89 -1.34 0.68  0.09
H 5.87 0.04 -0.27  0.12
H 6.10 0.58 -2.68  0.12
H 2.41 -1.59 -3.53  0.12
H 2.18 -2.12 -1.11  0.11
C -4.12 -5.31 -2.69  0.02
C -2.83 -4.99 -2.65  0.02
C -2.25 -3.99 -3.57  -0.38
O -1.07 -3.71 -3.54  0.10
C -3.17 -3.35 -4.54  0.02
C -4.46 -3.67 -4.58  0.02
C -5.04 -4.67 -3.65  -0.39
O -6.22 -4.96 -3.69  0.10
H -4.56 -6.04 -2.02  0.12
H -2.14 -5.45 -1.94  0.12
H -2.73 -2.62 -5.21  0.12
H -5.15 -3.21 -5.28  0.12

Output
E_LUMO = -0.20 eV
DFT total energy = -2480.3195 hartree
HOMO-LUMO gap = 3.636 eV
2S+1 = 1
charge = -1


Entry 6:
DFT (ωB97M-V/def2-TZVPD) results for a molecular structure, C30H30AsBiF15O8PS in a non-equilibrium geometry.

Each line ends with the Löwdin charge.
CARTESIAN COORDINATES (ANGSTROEM)
Bi 0.79 -0.50 0.39  2.06
C 0.02 0.08 3.64  -0.14
C -1.12 -0.92 3.46  -0.16
O -0.91 -1.64 2.26  -0.25
C -2.01 -2.42 1.83  -0.16
C -1.91 -2.74 0.34  -0.16
O -1.64 -1.63 -0.51  -0.24
C -2.71 -0.75 -0.81  -0.15
C -2.98 0.31 0.26  -0.16
O -1.74 0.85 0.69  -0.24
C -1.84 1.76 1.77  -0.17
C -0.43 2.03 2.28  -0.15
O 0.35 0.86 2.49  -0.28
H 0.94 -0.47 3.85  0.10
H -0.21 0.73 4.49  0.15
H -2.09 -0.43 3.43  0.11
H -1.10 -1.60 4.32  0.15
H -2.95 -1.90 2.05  0.12
H -2.02 -3.38 2.37  0.14
H -2.84 -3.23 0.04  0.14
H -1.08 -3.43 0.16  0.13
H -3.63 -1.31 -1.00  0.14
H -2.41 -0.25 -1.73  0.13
H -3.52 -0.11 1.11  0.12
H -3.59 1.09 -0.20  0.14
H -2.47 1.34 2.56  0.12
H -2.28 2.70 1.43  0.13
H -0.49 2.61 3.21  0.14
H 0.11 2.61 1.54  0.11
O -1.44 3.83 -0.74  -0.22
S -0.89 3.10 -1.83  0.69
O -1.77 2.38 -2.69  -0.23
O 0.19 1.98 -1.18  -0.46
C 0.33 4.05 -2.68  -0.26
C 0.04 5.20 -3.40  -0.02
C 1.10 5.89 -3.96  -0.03
C 2.41 5.43 -3.80  -0.03
C 2.67 4.28 -3.08  -0.03
C 1.62 3.59 -2.50  -0.25
P 1.72 1.94 -1.69  0.96
C 1.96 0.97 -3.17  -0.30
C 3.25 0.74 -3.65  -0.08
C 3.41 0.26 -4.93  -0.05
C 2.31 0.03 -5.74  -0.04
C 1.03 0.25 -5.26  -0.05
C 0.84 0.73 -3.97  -0.07
C 3.02 2.11 -0.48  -0.32
C 3.08 3.30 0.25  -0.07
C 4.15 3.50 1.11  -0.05
C 5.14 2.54 1.23  -0.03
C 5.07 1.35 0.51  -0.04
C 4.00 1.12 -0.34  -0.09
H -0.98 5.54 -3.50  0.13
H 0.91 6.79 -4.52  0.12
H 3.23 5.98 -4.25  0.12
H 3.69 3.93 -2.95  0.13
H 4.11 0.94 -3.03  0.11
H 4.41 0.06 -5.30  0.12
H 2.45 -0.32 -6.75  0.12
H 0.17 0.05 -5.88  0.12
H -0.16 0.91 -3.60  0.09
H 2.32 4.06 0.11  0.12
H 4.22 4.43 1.66  0.12
H 5.97 2.71 1.90  0.12
H 5.85 0.62 0.60  0.12
H 3.93 0.20 -0.90  0.09
F 1.91 -1.49 -1.39  -0.51
As 2.45 -3.03 -2.62  0.84
F 3.85 -2.04 -2.79  -0.22
F 1.61 -2.06 -3.78  -0.21
F 2.87 -4.17 -3.80  -0.19
F 0.92 -3.67 -2.14  -0.22
F 3.21 -3.92 -1.38  -0.20
F 5.10 -1.25 1.92  0.15
C 4.32 -2.24 1.45  -0.54
F 5.01 -3.37 1.58  0.20
F 4.15 -1.99 0.16  0.14
C 2.94 -2.25 2.19  -0.28
O 2.29 -1.08 1.91  -0.30
C 2.13 -3.54 1.83  -0.55
F 1.65 -3.46 0.58  0.10
F 2.83 -4.66 1.93  0.20
F 1.05 -3.66 2.63  0.16
C 3.21 -2.30 3.73  -0.54
F 3.78 -3.44 4.11  0.19
F 2.05 -2.18 4.41  0.15
F 3.98 -1.29 4.13  0.18

Output
E_LUMO (alpha / beta) = -3.42 / -4.02 eV
DFT total energy = -6450.9043 hartree
HOMO-LUMO gap (alpha / beta) = 6.334 / 8.306 eV
energy above the lowest of the compared OMol25 structures with the same formula, charge and spin = 4.2 kcal per mole
2S+1 = 2
charge = +1


Q: Look up the 2S+1 of the second one.
A: 6


Q: The highest 2S+1 belongs to which entry?
A: C30H29ClDyN5O3